# 1
{
  "formula": "C21H22FeO8S",
  "method": "ωB97M-V/def2-TZVPD",
  "elements": ["C", "C", "H", "C", "C", "C", "O", "H", "H", "O", "H", "O", "C", "H", "S", "H", "C", "H", "H", "C", "H", "H", "H", "H", "C", "H", "Fe", "O", "H", "H", "H", "H", "O", "C", "O", "C", "C", "C", "C", "C", "C", "C", "C", "H", "O", "C", "H", "H", "C", "H", "H", "O", "C"],
  "positions_angstrom": [[0.953, -2.849, -2.009], [-3.256, 2.312, 3.850], [-3.384, 1.071, -1.462], [0.590, -2.595, -0.662], [2.215, -3.264, -2.459], [0.484, 3.188, -0.688], [0.362, 1.004, 0.786], [1.616, 1.468, -1.299], [-4.368, 2.345, -0.632], [2.206, -7.298, -0.492], [1.413, -0.776, 0.150], [0.748, -5.335, 2.043], [1.678, 3.066, -2.774], [0.986, -1.973, 1.330], [-0.121, 2.375, 0.801], [-3.692, 2.651, -2.277], [2.898, -2.348, 0.340], [2.411, -3.280, -3.537], [-3.118, 2.001, 5.950], [-0.411, -5.213, -1.130], [-4.158, 1.708, 3.674], [0.183, 6.109, -2.381], [3.293, -2.293, 1.367], [-0.527, 5.047, -0.257], [3.061, -3.968, -1.586], [3.512, -1.675, -0.285], [1.248, -4.533, -0.692], [-1.379, -5.832, -1.277], [2.285, 2.491, -3.470], [-3.532, 3.374, 3.944], [1.583, 4.832, -4.015], [-0.483, -2.514, -0.445], [-2.324, 2.131, 2.741], [-1.910, 2.366, 0.424], [-2.316, 2.729, -0.777], [-3.549, 2.144, -1.325], [1.277, 4.371, -3.076], [2.996, -3.762, -0.170], [1.302, 2.479, -1.564], [0.491, 5.085, -2.168], [0.915, -4.807, 1.019], [1.914, -6.193, -0.693], [-2.879, 2.436, 1.545], [-1.556, 2.368, 5.180], [0.166, 3.252, 1.907], [1.433, -1.860, 0.326], [3.810, -4.668, -1.984], [3.573, -4.439, 0.476], [0.082, 4.494, -0.971], [-2.295, 0.762, 4.977], [0.145, -2.763, -2.749], [-4.062, 2.750, 1.415], [-2.506, 1.834, 5.062]],
  "lowdin_spin": [0.157, 0.001, 0.005, 0.000, 0.240, 0.203, 0.052, 0.006, 0.002, -0.011, -0.001, -0.032, 0.079, 0.001, 0.098, 0.000, -0.002, 0.018, 0.000, 0.031, 0.001, -0.002, 0.000, 0.012, 0.140, 0.003, 1.473, 0.007, 0.003, 0.001, 0.022, 0.000, 0.039, 0.488, 0.209, 0.022, 0.228, -0.018, 0.103, 0.047, -0.025, 0.003, 0.106, 0.000, 0.035, -0.002, 0.009, -0.002, 0.134, 0.000, 0.010, 0.107, 0.000],
  "total_charge": -2,
  "s2": 6.1271,
  "homo_energy_ev": [1.63, -1.76],
  "multiplicity": 5
}


# 2
{
  "formula": "C21H22IrN2O2SbSe4",
  "method": "ωB97M-V/def2-TZVPD",
  "elements": ["C", "H", "C", "H", "C", "N", "H", "O", "H", "C", "Se", "H", "C", "H", "C", "H", "C", "H", "C", "Se", "H", "Se", "C", "H", "H", "H", "H", "Sb", "Se", "C", "H", "H", "H", "C", "H", "C", "O", "C", "C", "C", "C", "C", "N", "H", "C", "H", "Ir", "C", "H", "H", "H", "C", "C"],
  "positions_angstrom": [[0.211, 2.914, 3.503], [2.559, 0.460, 3.932], [-1.968, 4.271, 2.433], [-5.070, -0.277, -1.307], [-0.009, -3.495, -2.337], [-0.860, -0.639, 0.527], [2.316, 2.029, -2.665], [1.282, -0.871, 2.226], [2.493, 0.642, -0.516], [1.279, 1.693, -2.746], [3.356, -2.013, 0.367], [1.948, 2.701, 4.778], [-2.513, -2.226, -2.383], [0.085, -0.005, -2.282], [-1.177, 4.891, 3.417], [-2.275, -2.922, -3.171], [1.349, 2.217, 4.015], [1.005, 1.696, -3.804], [1.130, 0.296, -2.136], [3.054, -5.339, -2.078], [3.073, -0.331, -2.842], [4.647, -5.589, 1.619], [0.914, 0.330, 2.557], [0.846, 1.136, -0.180], [2.026, -1.683, -2.451], [-0.807, -4.234, -2.380], [-1.410, 5.892, 3.752], [2.999, -4.574, 0.207], [0.830, -3.853, 1.316], [-1.886, -0.993, -0.413], [-3.384, 0.253, 0.431], [0.156, -3.039, -3.315], [0.908, -3.979, -2.001], [1.697, 0.994, 3.556], [-4.481, -1.870, -3.124], [-0.110, 4.214, 3.942], [-0.326, -2.483, -1.367], [-4.093, -0.738, -1.339], [-1.566, -1.920, -1.407], [-3.763, -1.630, -2.351], [-1.685, 3.002, 2.000], [-3.153, -0.430, -0.374], [-1.119, 0.417, 1.161], [-2.806, 4.806, 2.005], [-0.586, 2.287, 2.527], [1.751, -0.769, -3.932], [1.021, -1.492, 0.369], [1.445, 0.344, -0.640], [0.648, 2.419, -2.229], [-2.291, 2.535, 1.238], [0.515, 4.675, 4.699], [-0.241, 0.961, 2.077], [2.038, -0.680, -2.881]],
  "lowdin_spin": [0.000, 0.000, 0.000, 0.000, 0.001, 0.001, 0.000, 0.005, 0.002, 0.001, 0.693, 0.000, 0.000, 0.000, 0.000, 0.000, -0.001, 0.000, 0.001, 0.011, 0.002, 0.018, -0.001, 0.001, 0.004, 0.000, 0.000, -0.001, 0.147, 0.001, 0.000, 0.000, 0.000, 0.000, 0.000, 0.000, 0.004, 0.000, 0.000, 0.000, 0.000, 0.000, -0.004, 0.000, 0.000, 0.000, 0.081, 0.025, 0.000, 0.000, 0.000, 0.000, 0.008],
  "total_charge": -1,
  "s2": 0.7572,
  "e_above_lowest_kcal_mol": 24.8,
  "homo_energy_ev": [-4.47, -4.43],
  "multiplicity": 2
}


# 3
{
  "formula": "C21H22N12SV",
  "method": "ωB97M-V/def2-TZVPD",
  "elements": ["V", "H", "N", "N", "H", "N", "H", "H", "H", "H", "N", "N", "C", "H", "H", "C", "N", "N", "C", "C", "C", "N", "C", "C", "C", "C", "H", "C", "H", "H", "N", "H", "H", "H", "N", "H", "C", "H", "N", "C", "H", "C", "C", "S", "C", "N", "H", "C", "H", "C", "H", "C", "C", "C", "H", "H", "C"],
  "positions_angstrom": [[-0.388, -0.181, -0.028], [-2.670, -0.462, -2.409], [-2.141, 0.843, 0.807], [-1.565, -3.983, -1.320], [6.237, 2.322, 2.845], [-2.625, 0.289, 2.009], [1.952, 2.325, -1.957], [-2.940, 0.371, -4.706], [0.766, 2.491, -4.237], [-3.681, -4.334, -1.192], [0.491, 1.843, 1.979], [-1.545, -1.886, -0.677], [-2.846, -2.340, -0.660], [-1.180, 1.863, -5.677], [-2.912, 0.911, 0.145], [-2.073, 0.665, -4.131], [1.162, 2.641, 4.076], [1.650, -3.491, -1.487], [-1.100, 1.492, -4.664], [-1.928, 0.201, -2.832], [4.814, 2.834, 4.371], [1.043, 1.247, -0.463], [3.484, 2.930, 4.722], [1.118, 1.696, -1.664], [2.875, 2.118, 2.507], [5.189, 2.385, 3.099], [-1.776, 1.781, 0.990], [-0.800, -2.908, -1.074], [-3.676, -1.721, -0.367], [3.066, -0.742, -0.493], [1.083, -1.538, -0.672], [-0.781, 2.341, 3.530], [-1.919, -1.757, 4.371], [-3.285, -0.715, 4.230], [2.130, 1.491, 0.344], [-3.447, 0.720, 2.414], [-1.920, -0.638, 2.689], [5.576, 3.113, 5.085], [-2.410, -1.045, 3.849], [0.248, 2.270, 3.192], [3.776, -3.209, -1.526], [2.525, 2.567, 3.783], [2.814, -2.788, -1.293], [-0.458, -1.298, 2.113], [1.809, 1.792, 1.577], [-0.893, 0.525, -2.054], [0.869, 2.992, 4.978], [0.044, 1.351, -2.576], [-1.257, -4.894, -1.626], [2.452, -1.577, -0.787], [1.599, -4.427, -1.861], [0.630, -2.710, -1.102], [-2.870, -3.639, -1.063], [-0.016, 1.842, -3.868], [4.517, 1.707, 1.184], [3.191, 3.282, 5.703], [4.234, 2.035, 2.173]],
  "lowdin_spin": [1.963, 0.000, 0.010, 0.003, 0.000, 0.001, 0.000, 0.000, 0.000, 0.000, -0.003, -0.006, 0.001, 0.000, 0.002, 0.001, -0.001, 0.008, 0.009, 0.009, -0.001, -0.021, 0.000, 0.025, -0.001, 0.000, 0.002, 0.004, 0.000, 0.000, -0.001, 0.000, 0.000, 0.000, -0.003, 0.000, 0.002, 0.000, 0.001, 0.000, 0.000, -0.001, -0.001, -0.016, -0.003, -0.008, 0.000, 0.004, 0.000, 0.005, 0.000, 0.014, 0.000, 0.004, 0.000, 0.000, -0.001],
  "total_charge": 3,
  "s2": 2.0184,
  "e_above_lowest_kcal_mol": 0.0,
  "homo_energy_ev": [-16.03, -16.01],
  "multiplicity": 3
}


# 4
{
  "formula": "C21H22N2O3",
  "method": "ωB97M-V/def2-TZVPD",
  "elements": ["H", "H", "H", "C", "C", "C", "C", "H", "H", "C", "C", "C", "H", "H", "C", "O", "O", "H", "C", "H", "H", "C", "C", "H", "H", "H", "H", "C", "H", "C", "N", "O", "N", "C", "C", "C", "C", "C", "H", "H", "C", "H", "H", "H", "C", "H", "H", "C"],
  "positions_angstrom": [[2.392, -3.028, 0.344], [-1.254, -0.532, -2.795], [-0.743, 4.570, 3.808], [-0.527, 2.202, 2.444], [-0.754, 6.551, 3.029], [-0.217, -5.792, 0.950], [1.654, -3.802, 0.496], [1.279, -7.150, 0.241], [-0.292, 4.943, -0.432], [1.032, -6.120, 0.449], [-0.676, 5.177, 2.918], [-0.034, -1.927, -3.918], [-1.503, -4.220, 1.625], [0.203, -2.728, -1.209], [-0.668, 7.352, 1.901], [-1.851, -0.534, -4.774], [-0.946, -0.023, 3.085], [-0.693, -2.779, -3.723], [-0.532, -4.475, 1.226], [0.524, 1.018, 0.478], [-0.736, 2.475, 3.468], [0.047, -2.080, 1.322], [0.391, -3.456, 0.983], [-0.881, 7.003, 4.001], [-0.946, -6.568, 1.135], [1.773, -1.079, -3.087], [-2.458, -1.273, -4.662], [-0.423, 5.392, 0.543], [2.951, -5.374, -0.138], [-0.502, 6.767, 0.656], [0.112, 0.324, 1.098], [1.459, 0.155, -1.127], [0.697, -1.925, -1.566], [1.968, -5.122, 0.232], [0.339, -0.965, 0.629], [-0.834, -0.626, -3.807], [-0.510, 4.571, 1.670], [1.140, -1.957, -2.940], [-0.266, 2.833, 0.457], [-0.179, 0.229, -3.986], [-0.419, 3.132, 1.488], [-0.433, 7.384, -0.227], [0.348, -2.021, -4.936], [-0.730, 8.426, 1.992], [-0.479, 0.738, 2.256], [-0.467, -1.950, 2.264], [1.735, -2.862, -3.102], [0.910, -0.873, -0.757]],
  "nbo_charge": [0.219, 0.158, 0.209, -0.282, -0.209, -0.224, -0.211, 0.215, 0.209, -0.216, -0.197, -0.427, 0.211, 0.416, -0.201, -0.712, -0.603, 0.189, -0.149, 0.430, 0.219, -0.234, -0.102, 0.215, 0.215, 0.234, 0.461, -0.196, 0.214, -0.213, -0.608, -0.647, -0.600, -0.201, 0.084, -0.059, -0.012, -0.228, 0.196, 0.183, -0.154, 0.216, 0.217, 0.215, 0.649, 0.265, 0.201, 0.647],
  "e_above_lowest_kcal_mol": 48.1,
  "homo_energy_ev": -8.28,
  "smiles": "O=C(/C=C/c1ccccc1)N/C(=C/c1ccccc1)C(=O)NCCCO"
}


# 5
{
  "formula": "C21H22N2O5S",
  "method": "ωB97M-V/def2-TZVPD",
  "elements": ["C", "C", "H", "H", "C", "H", "N", "H", "H", "O", "C", "H", "O", "O", "H", "H", "S", "C", "C", "C", "H", "H", "H", "C", "H", "C", "H", "N", "H", "H", "H", "C", "C", "C", "H", "C", "H", "C", "C", "C", "H", "H", "O", "C", "C", "C", "C", "C", "O", "H", "H"],
  "positions_angstrom": [[-1.035, -1.829, 0.855], [3.052, -1.318, -1.650], [4.737, -0.016, -1.279], [2.537, 2.511, 2.320], [-5.362, -0.820, -1.513], [-1.774, -3.378, 2.143], [1.798, 1.545, -0.708], [3.646, 0.555, -2.531], [1.794, -2.627, 2.263], [-1.249, 0.858, -2.500], [1.454, 2.225, 0.439], [0.243, -2.616, 3.147], [3.608, -3.438, -0.700], [3.455, -1.753, 0.714], [0.465, -0.147, -0.044], [0.755, 2.462, -2.270], [-0.786, 3.624, -0.559], [3.475, 1.292, 0.731], [-1.392, -0.913, -0.148], [-0.350, 0.721, -1.701], [0.112, 2.774, 2.824], [3.289, -0.790, 0.732], [4.427, 1.030, 1.154], [0.719, -2.769, 2.173], [1.960, -1.253, -1.677], [-1.535, 3.865, 1.874], [-5.230, 0.223, -1.210], [-0.365, -0.085, -0.619], [-2.766, 4.741, 0.282], [-4.071, -3.249, 1.298], [0.520, -3.784, 1.820], [3.406, -2.272, -0.516], [-2.012, -2.665, 1.371], [3.024, 0.963, -0.531], [-6.420, -1.018, -1.677], [2.490, 2.079, 1.341], [-2.106, 4.125, 2.747], [-3.663, -1.693, -0.099], [-0.331, 3.137, 1.915], [-3.310, -2.597, 0.900], [3.372, -1.801, -2.574], [-2.914, -0.133, -1.396], [0.287, -1.809, 1.235], [-1.903, 4.196, 0.610], [0.988, 1.463, -1.889], [-2.692, -0.844, -0.621], [0.213, 2.911, 0.677], [3.682, 0.085, -1.545], [-4.964, -1.708, -0.494], [-4.810, -1.000, -2.441], [1.536, 0.939, -2.676]],
  "nbo_charge": [0.234, -0.523, 0.238, 0.229, -0.253, 0.224, -0.342, 0.227, 0.220, -0.607, 0.098, 0.173, -0.570, -0.702, 0.429, 0.241, 0.441, -0.328, 0.194, 0.683, 0.224, 0.504, 0.236, -0.254, 0.229, -0.250, 0.176, -0.635, 0.239, 0.223, 0.182, 0.793, -0.269, 0.136, 0.199, -0.261, 0.228, 0.300, -0.228, -0.245, 0.245, 0.258, -0.525, -0.408, -0.317, -0.335, -0.232, -0.447, -0.494, 0.180, 0.242],
  "e_above_lowest_kcal_mol": 24.1,
  "homo_energy_ev": -7.83,
  "smiles": "COc1ccc(OC)c(NC(=O)Cn2c(CCC(=O)O)ccc2-c2cccs2)c1"
}


# 6
{
  "formula": "C21H22N2O7S",
  "method": "ωB97M-V/def2-TZVPD",
  "elements": ["C", "H", "H", "H", "C", "C", "H", "C", "H", "H", "O", "H", "O", "H", "C", "C", "C", "H", "H", "H", "C", "C", "C", "H", "H", "C", "H", "C", "H", "O", "C", "N", "O", "C", "S", "O", "N", "H", "H", "C", "C", "C", "H", "H", "C", "C", "C", "C", "H", "O", "H", "O", "H"],
  "positions_angstrom": [[7.458, 0.016, 0.234], [6.704, 0.595, -0.295], [0.248, 4.190, -1.715], [-3.488, -3.149, -1.563], [-2.694, 2.443, 1.357], [2.071, -0.831, -0.254], [-2.531, 2.541, 2.433], [-3.653, 0.204, 2.023], [1.428, -1.249, 1.730], [-4.157, -5.267, -0.432], [5.851, -1.590, 1.146], [-5.212, -2.746, -1.808], [0.292, -0.423, -2.193], [-3.308, 3.273, 0.997], [4.408, -0.952, -0.716], [2.277, -1.179, 1.070], [7.032, -1.442, 0.375], [7.788, -1.996, 0.938], [-4.832, -5.192, -2.068], [0.855, 4.077, -0.061], [-4.862, -4.749, -1.077], [-1.196, 3.562, -0.254], [3.562, -1.423, 1.500], [-3.859, -0.842, -1.677], [-3.575, 0.494, 3.060], [-3.293, 1.102, 1.028], [5.217, -0.857, -1.422], [-4.091, -1.061, 1.699], [-3.123, 1.395, -1.087], [-2.037, 4.376, -0.537], [0.214, 3.590, -0.804], [0.289, 1.233, -0.257], [-0.509, 0.817, 1.823], [4.645, -1.313, 0.613], [0.427, -0.455, -0.776], [-4.561, -2.746, 0.155], [-1.405, 2.563, 0.667], [2.903, -0.416, -2.161], [-5.859, -4.865, -0.662], [-4.155, -1.470, 0.366], [-3.816, -0.566, -0.636], [-4.501, -3.274, -1.157], [6.915, -1.917, -0.606], [-4.363, -1.769, 2.465], [-0.537, 1.494, 0.837], [3.116, -0.710, -1.146], [0.784, 2.216, -1.079], [-3.392, 0.705, -0.298], [8.394, 0.070, -0.315], [1.635, 1.994, -1.897], [3.769, -1.701, 2.521], [-0.553, -1.170, -0.032], [7.600, 0.455, 1.218]],
  "nbo_charge": [-0.639, 0.213, 0.276, 0.179, -0.238, -0.407, 0.219, -0.165, 0.254, 0.214, -0.503, 0.169, -0.897, 0.252, -0.342, -0.143, -0.067, 0.198, 0.212, 0.266, -0.617, 0.703, -0.287, 0.222, 0.211, -0.098, 0.225, -0.250, 0.202, -0.562, -0.610, -0.746, -0.531, 0.427, 2.328, -0.498, -0.491, 0.255, 0.213, 0.322, -0.311, -0.064, 0.174, 0.223, 0.831, -0.124, 0.706, -0.138, 0.219, -0.546, 0.232, -0.892, 0.218],
  "e_above_lowest_kcal_mol": 3.5,
  "homo_energy_ev": -8.27,
  "smiles": "CCOc1ccc(CN2C(=O)CC(=O)N(S(=O)(=O)c3ccc(OCC)cc3)C2=O)cc1"
}